# C4H10O4

2 unconnected molecules or ions with the total composition C4H10O4 in a non-equilibrium geometry (the ωB97M-V functional and the def2-TZVPD basis, OMol25).

Properties
* spin multiplicity: 3
* ⟨S²⟩: 2.0041
* orbital gap (spin up / spin down): 4.73 / 6.21 eV
* HOMO (spin up / spin down): -3.99 / -11.12 eV
* lowest unoccupied orbital energy (spin up / spin down): 0.74 / -4.91 eV

Structure (XYZ):
```
18
Properties=species:S:1:pos:R:3:forces:R:3
C -3.0883 -0.2994 -0.1194 0.460 0.110 -0.104
C 3.0242 -0.8175 0.1634 -0.257 0.818 1.829
C -1.6024 -0.4510 0.1623 -0.363 -0.412 0.517
C -0.0417 1.3100 0.1585 -0.469 0.430 -0.018
O 0.5486 2.1843 -0.6622 0.111 -0.037 -0.505
O 0.1373 1.2749 1.3427 0.280 -0.154 0.597
O 1.8443 -0.4032 -0.4858 0.748 1.150 4.222
O -0.8730 0.5541 -0.5424 0.233 0.331 -0.406
H -3.2817 -0.3989 -1.1847 -0.069 -0.024 -0.063
H -3.6404 -1.0660 0.4166 -0.066 -0.084 0.043
H -3.4324 0.6789 0.2051 -0.081 0.073 0.059
H 3.1009 -1.9093 0.2096 -0.105 -0.278 -0.713
H 2.9712 -0.4241 1.1767 -0.132 0.060 -0.079
H 3.9163 -0.4165 -0.3305 -0.037 -0.181 -0.715
H -1.2352 -1.4203 -0.1890 0.001 0.142 0.027
H -1.3907 -0.3539 1.2315 -0.032 -0.060 -0.211
H 1.1982 2.6999 -0.1643 -0.209 -0.127 0.163
H 1.8449 -0.7421 -1.3881 -0.012 -1.760 -4.643
```
Forces are in eV/Å.

# C6H10O

2 unconnected molecules or ions with the total composition C6H10O (the ωB97M-V functional and the def2-TZVPD basis, OMol25).

Properties
* orbital gap: 10.17 eV
* HOMO: -9.49 eV
* lowest unoccupied orbital energy: 0.69 eV

Structure (XYZ):
```
17
Properties=species:S:1:pos:R:3:forces:R:3
C -0.6334 1.2591 -1.2814 -0.006 0.055 -0.043
C -0.4569 0.1308 -0.2676 -0.028 0.001 0.035
C 0.0271 -1.2067 -0.8561 0.007 0.000 -0.002
C 1.2995 -1.5107 -0.1046 0.019 0.084 0.069
C 1.6209 -0.5748 0.7926 -0.031 -0.074 -0.074
C 0.6077 0.5059 0.7706 -0.024 0.206 0.111
O 0.6041 1.5211 1.4353 0.047 -0.383 -0.256
H 0.2874 1.4087 -1.8579 -0.120 -0.029 0.075
H -1.4436 1.0377 -1.9836 0.111 0.026 0.101
H -0.8624 2.1941 -0.7617 0.022 -0.130 -0.085
H -1.3984 -0.0077 0.2795 0.153 0.023 -0.053
H 0.2219 -1.1351 -1.9346 -0.016 0.000 0.156
H -0.7043 -2.0136 -0.7255 0.115 0.105 -0.024
H 1.8782 -2.4103 -0.3003 -0.079 0.137 0.047
H 2.4822 -0.5582 1.4508 -0.111 -0.018 -0.105
H -2.0074 0.4819 2.8473 0.023 0.035 0.008
H -1.4339 0.9180 2.6570 -0.081 -0.036 0.039
```
Forces are in eV/Å.